Record 1
A molecular structure, C16H15F5IrN7O9P2S2 at a distorted geometry, computed with ωB97M-V with the def2-TZVPD basis set.

```
57
C16H15F5IrN7O9P2S2 | the OMol25 dataset | ωB97M-V with the def2-TZVPD basis set
Ir -0.181 0.268 0.348
N -4.592 0.116 2.123
C -3.217 -0.508 2.363
C -3.215 -1.359 3.620
P -2.910 -1.432 0.731
O -3.150 -2.961 1.075
O -3.952 -0.894 -0.173
O -1.423 -1.342 0.389
P -2.000 0.870 2.429
O -2.642 1.815 3.543
O -2.031 1.455 1.021
O -0.645 0.391 2.824
H -4.735 0.036 1.081
H -4.651 1.086 2.434
H -5.315 -0.419 2.604
H -3.900 -2.203 3.527
H -3.483 -0.764 4.495
H -2.212 -1.751 3.779
H -2.341 -3.485 1.139
H -1.994 2.214 4.139
O -0.110 -2.183 -2.205
C 0.810 -2.049 -1.435
N 1.099 -0.892 -0.687
S 2.267 -1.235 0.436
O 3.369 -0.320 0.396
O 1.506 -1.334 1.680
C 2.698 -2.807 -0.160
C 3.696 -3.662 0.265
C 3.789 -4.877 -0.401
C 2.919 -5.201 -1.442
C 1.927 -4.321 -1.850
C 1.829 -3.110 -1.187
H 4.370 -3.400 1.068
H 4.551 -5.586 -0.106
H 3.022 -6.157 -1.938
H 1.245 -4.558 -2.655
F 4.601 5.118 -2.457
C 3.828 4.367 -1.703
C 3.043 3.380 -2.289
F 3.091 3.203 -3.602
C 2.230 2.595 -1.506
F 1.514 1.661 -2.109
C 2.168 2.765 -0.110
S 1.261 1.845 1.004
C 2.988 3.772 0.445
F 2.977 3.968 1.755
C 3.801 4.567 -0.328
F 4.553 5.510 0.215
N -2.202 3.597 -3.071
N -1.830 2.378 -2.544
N -2.037 1.253 -3.191
C -1.455 0.373 -2.394
N -0.929 0.995 -1.330
N -1.186 2.295 -1.439
H -2.946 3.414 -3.734
H -2.494 4.193 -2.306
H -1.373 -0.687 -2.574
```

Calculated values
* HOMO (alpha / beta): -11.5 / -12.1 eV
* ΔE to the lowest compared entry with this formula, charge and spin: 144.6 kJ/mol
* charge: +1
* expectation value of S²: 0.7735
* calculated total energy: -102364.5891 eV
* 2S+1: 2
* frontier orbital gap (alpha / beta): 8.4 / 6.5 eV


Record 2
A molecular structure, C16H15IrN4OS3 at a distorted geometry, computed with ωB97M-V with the def2-TZVPD basis set.

```
40
C16H15IrN4OS3 | the OMol25 dataset | ωB97M-V with the def2-TZVPD basis set
Ir -1.630 1.935 0.453
S -1.590 3.832 1.752
C -3.216 4.227 1.975
C -3.495 5.348 2.828
N -3.685 6.239 3.531
C -4.230 3.515 1.363
S -3.912 2.200 0.354
C -5.611 3.865 1.547
N -6.727 4.107 1.685
C 2.888 -2.406 1.037
C 1.471 -2.871 0.742
N 0.467 -1.987 1.373
C -0.047 -2.427 2.682
C -1.272 -3.321 2.538
C 0.086 -0.871 0.771
S -1.131 0.058 1.661
N 0.641 -0.588 -0.395
C 0.449 0.428 -1.184
O -0.371 1.421 -0.988
C 1.232 0.482 -2.432
C 1.009 1.520 -3.340
C 1.734 1.578 -4.518
C 2.683 0.603 -4.792
C 2.912 -0.428 -3.889
C 2.190 -0.491 -2.711
H 3.607 -3.080 0.572
H 3.079 -2.395 2.111
H 3.049 -1.402 0.643
H 1.303 -3.871 1.139
H 1.286 -2.886 -0.327
H -0.280 -1.557 3.291
H 0.762 -2.966 3.171
H -2.106 -2.767 2.105
H -1.578 -3.693 3.515
H -1.055 -4.178 1.899
H 0.266 2.272 -3.116
H 1.555 2.381 -5.220
H 3.249 0.646 -5.714
H 3.653 -1.185 -4.108
H 2.365 -1.287 -2.001
```

Calculated values
* HOMO (alpha / beta): -12.4 / -12.4 eV
* charge: +1
* expectation value of S²: 0.7988
* calculated total energy: -60180.4821 eV
* 2S+1: 2
* frontier orbital gap (alpha / beta): 6.9 / 5.2 eV


Record 3
A molecular structure, C16H15LaN at a distorted geometry, computed with ωB97M-V with the def2-TZVPD basis set.

```
33
C16H15LaN | the OMol25 dataset | ωB97M-V with the def2-TZVPD basis set
C 0.054 -1.323 -3.594
C -1.270 -1.419 -3.072
C -1.195 -2.076 -1.811
C 0.172 -2.366 -1.544
C 0.946 -1.899 -2.648
La -0.007 -0.008 -1.640
C -1.004 1.604 -2.577
C 0.391 1.867 -3.062
C 0.737 2.434 -4.253
N 1.305 1.299 -2.140
H -2.036 -2.278 -1.144
H -2.175 -1.054 -3.556
H 0.564 -2.837 -0.641
H 2.033 -1.957 -2.742
H 0.337 -0.820 -4.521
H -1.780 1.616 -3.353
H 2.292 1.425 -2.378
H -1.267 2.238 -1.710
H -0.026 2.876 -4.900
H 1.788 2.526 -4.555
C -0.004 -0.034 0.719
C -0.016 -0.043 1.885
C -0.024 -0.057 3.264
C -1.088 0.536 3.926
C -1.046 0.623 5.308
C 0.048 0.089 6.005
C 1.093 -0.545 5.316
C 1.061 -0.608 3.932
H -1.923 0.946 3.363
H -1.855 1.113 5.827
H 0.086 0.168 7.075
H 1.933 -0.972 5.844
H 1.876 -1.067 3.377
```

Calculated values
* HOMO: -2.9 eV
* ΔE to the lowest compared entry with this formula, charge and spin: 11.0 kJ/mol
* charge: -1
* calculated total energy: -19176.1135 eV
* frontier orbital gap: 5.8 eV


Record 4
A single C16H15N3O5 molecule at a distorted geometry, computed with ωB97M-V with the def2-TZVPD basis set.

```
39
C16H15N3O5 | the OMol25 dataset | ωB97M-V with the def2-TZVPD basis set
C 3.734 3.116 -3.036
H 4.555 3.782 -3.298
O 4.110 2.506 -1.825
C 3.273 1.595 -1.265
C 2.037 1.222 -1.783
C 1.266 0.278 -1.127
C 1.724 -0.307 0.042
C 2.957 0.061 0.569
C 3.719 1.008 -0.078
H 4.677 1.310 0.314
H 3.309 -0.388 1.483
N 0.932 -1.288 0.699
C 0.682 -1.268 2.054
O 1.104 -0.457 2.832
C -0.284 -2.416 2.364
N -1.531 -1.824 2.852
N -2.020 -0.812 2.012
C -2.967 -1.052 1.070
O -3.396 -2.173 0.853
C -3.412 0.141 0.348
C -4.329 0.259 -0.666
C -4.357 1.627 -1.011
C -3.460 2.239 -0.188
O -2.882 1.356 0.636
H -3.155 3.264 -0.097
H -4.960 2.089 -1.764
H -4.897 -0.540 -1.094
H -1.718 0.125 2.238
H -2.253 -2.545 2.903
C -0.388 -3.194 1.049
C 0.344 -2.356 0.027
O 0.438 -2.554 -1.152
H 0.078 -4.178 1.101
H -1.424 -3.333 0.731
H 0.106 -3.016 3.191
H 0.310 -0.009 -1.536
H 1.660 1.656 -2.695
H 3.600 2.377 -3.833
H 2.816 3.701 -2.924
```

Calculated values
* HOMO: -8.5 eV
* ΔE to the lowest compared entry with this formula, charge and spin: 102.2 kJ/mol
* SMILES: COc1ccc(N2C(=O)C[C@H](NNC(=O)c3ccco3)C2=O)cc1
* calculated total energy: -31542.7979 eV
* frontier orbital gap: 9.1 eV


Record 5
A molecular structure, C16H15N3O6STi at a distorted geometry, computed with ωB97M-V with the def2-TZVPD basis set.

```
42
C16H15N3O6STi | the OMol25 dataset | ωB97M-V with the def2-TZVPD basis set
Ti -0.514 -0.053 1.577
N 1.484 -1.938 4.678
C 1.104 -1.067 3.731
S -0.430 -0.263 3.956
N 1.948 -0.780 2.774
N 1.478 0.077 1.843
C 2.301 0.774 1.129
C 1.810 1.771 0.219
C 2.652 2.379 -0.720
C 2.176 3.321 -1.607
C 0.835 3.694 -1.563
C -0.006 3.161 -0.608
C 0.446 2.186 0.295
O -0.375 1.650 1.169
H 0.832 -2.173 5.404
H 2.299 -2.507 4.523
H 3.379 0.638 1.249
H 3.689 2.074 -0.749
H 2.839 3.767 -2.334
H 0.450 4.401 -2.285
H -1.044 3.456 -0.545
O -1.187 -3.812 1.086
C -0.915 -2.703 0.699
O -0.252 -1.818 1.376
C -1.265 -2.244 -0.741
C -0.053 -1.467 -1.287
C -0.220 -1.186 -2.787
C -1.276 -0.066 -2.770
C -1.541 0.065 -1.264
O -0.248 -0.179 -0.702
C -2.362 -1.148 -0.788
C -3.023 -0.862 0.591
O -4.144 -1.241 0.817
O -2.283 -0.166 1.386
H -1.525 -3.126 -1.327
H 0.918 -1.873 -0.988
H -0.549 -2.067 -3.331
H 0.720 -0.837 -3.213
H -2.177 -0.324 -3.320
H -0.875 0.865 -3.166
H -1.925 1.032 -0.930
H -3.166 -1.411 -1.477
```

Calculated values
* HOMO: -8.4 eV
* ΔE to the lowest compared entry with this formula, charge and spin: 0.0 kJ/mol
* calculated total energy: -67545.0701 eV
* frontier orbital gap: 7.6 eV


Record 6
A molecular structure, C16H15N5O4Re, computed with ωB97M-V with the def2-TZVPD basis set.

```
41
C16H15N5O4Re | the OMol25 dataset | ωB97M-V with the def2-TZVPD basis set
Re -1.022 -0.328 0.264
O 1.558 -1.090 -3.415
C 2.382 -0.053 -3.185
C 3.379 0.161 -4.135
C 4.274 1.192 -3.975
C 4.210 2.045 -2.863
C 3.243 1.842 -1.919
C 2.300 0.794 -2.056
C 1.326 0.631 -1.019
O 0.305 -0.242 -1.199
N 1.405 1.303 0.113
N 0.373 0.991 0.932
C 0.269 1.445 2.137
C -0.878 0.959 2.898
C -1.094 1.276 4.224
C -2.180 0.712 4.882
C -3.019 -0.152 4.196
C -2.754 -0.426 2.867
N -1.715 0.118 2.222
H 0.913 -1.146 -2.705
H 3.427 -0.506 -4.985
H 5.042 1.344 -4.721
H 4.919 2.853 -2.755
H 3.179 2.484 -1.053
H 1.014 2.119 2.542
H -0.414 1.945 4.733
H -2.363 0.941 5.923
H -3.869 -0.613 4.677
H -3.388 -1.091 2.296
N -2.086 -1.970 -0.772
C -1.691 -3.288 -0.180
C -0.343 -3.153 0.521
O 0.447 -4.016 0.663
O -0.175 -1.886 1.010
H -3.101 -1.904 -0.819
H -1.776 -1.938 -1.744
H -1.658 -4.069 -0.935
H -2.428 -3.563 0.574
N -2.697 2.126 -1.098
C -2.127 1.261 -0.608
H -3.188 2.893 -1.532
```

Calculated values
* HOMO (alpha / beta): -13.8 / -13.8 eV
* charge: +2
* expectation value of S²: 3.7817
* calculated total energy: -34590.5754 eV
* 2S+1: 4
* frontier orbital gap (alpha / beta): 6.1 / 4.6 eV


Record 7
A single C16H15NO2 molecule, computed with ωB97M-V with the def2-TZVPD basis set.

```
34
C16H15NO2 | the OMol25 dataset | ωB97M-V with the def2-TZVPD basis set
C 4.893 2.643 0.666
C 3.725 2.013 0.690
C 3.452 0.662 0.213
C 2.155 0.168 0.346
C 1.834 -1.111 -0.086
C 2.818 -1.910 -0.664
C 4.106 -1.425 -0.799
C 4.426 -0.152 -0.366
H 5.436 0.207 -0.481
H 4.865 -2.049 -1.247
H 2.574 -2.907 -1.004
N 0.542 -1.647 0.024
C -0.565 -1.099 0.599
O -0.626 -0.012 1.116
C -1.770 -2.055 0.524
O -2.948 -1.480 1.010
C -3.497 -0.423 0.337
C -3.044 0.079 -0.876
C -3.709 1.137 -1.473
C -4.825 1.698 -0.881
C -5.278 1.196 0.329
C -4.623 0.144 0.934
H -4.958 -0.259 1.877
H -6.146 1.628 0.804
H -5.335 2.523 -1.354
H -3.344 1.523 -2.414
H -2.168 -0.327 -1.360
H -1.897 -2.422 -0.506
H -1.579 -2.910 1.181
H 0.451 -2.583 -0.348
H 1.390 0.783 0.792
H 2.862 2.523 1.100
H 4.994 3.646 1.044
H 5.792 2.197 0.275
```

Calculated values
* HOMO: -8.4 eV
* ΔE to the lowest compared entry with this formula, charge and spin: 145.1 kJ/mol
* SMILES: C=Cc1cccc(NC(=O)COc2ccccc2)c1
* calculated total energy: -22420.1049 eV
* frontier orbital gap: 9.0 eV


Record 8
A single C16H15NO4 molecule, computed with ωB97M-V with the def2-TZVPD basis set.

```
36
C16H15NO4 | the OMol25 dataset | ωB97M-V with the def2-TZVPD basis set
C -1.755 -1.321 -2.477
H -1.660 -2.397 -2.617
O -1.880 -1.135 -1.090
C -2.056 0.131 -0.602
C -2.087 1.275 -1.387
C -2.265 2.517 -0.800
C -2.414 2.627 0.568
C -2.379 1.486 1.353
C -2.198 0.235 0.789
C -2.173 -0.998 1.656
C -1.227 -2.064 1.173
O -1.526 -3.220 1.017
N 0.087 -1.679 0.899
C 0.755 -0.523 1.209
O 0.276 0.320 1.958
C 2.073 -0.340 0.570
C 2.792 -1.375 -0.039
C 3.994 -1.140 -0.667
C 4.512 0.149 -0.712
C 3.837 1.185 -0.108
C 2.626 0.961 0.556
O 2.040 2.009 1.138
H 1.236 1.693 1.614
H 4.225 2.191 -0.115
H 5.450 0.337 -1.211
H 4.534 -1.957 -1.121
H 2.427 -2.391 -0.001
H 0.599 -2.397 0.402
H -3.167 -1.453 1.691
H -1.880 -0.710 2.668
H -2.482 1.567 2.424
H -2.550 3.594 1.027
H -2.283 3.398 -1.424
H -1.972 1.210 -2.457
H -0.864 -0.822 -2.873
H -2.641 -0.965 -3.013
```

Calculated values
* HOMO: -8.6 eV
* ΔE to the lowest compared entry with this formula, charge and spin: 10.4 kJ/mol
* SMILES: COc1ccccc1CC(=O)NC(=O)c1ccccc1O
* calculated total energy: -26516.3163 eV
* frontier orbital gap: 8.8 eV